DFT (ωB97M-V with the def2-TZVPD basis set) results for 13 unconnected molecules or ions with the total composition C38H96F6NO40S14.

Last columns: bonded neighbours and bond lengths (Å).
Element x y z (Å)
1 C 2.93699 -0.59450 -1.55758  F2 1.368, F3 1.317, F4 1.341, S5 1.974
2 F 2.13470 -0.28719 -2.62232  C1 1.368
3 F 3.25894 -1.87166 -1.56052  C1 1.317
4 F 4.08089 0.09267 -1.69058  C1 1.341
5 S 2.09834 -0.02019 0.13403  C1 1.974, O6 1.486, O7 1.451, N8 1.696, S9 2.440
6 O 3.09641 -0.43080 1.15559  S5 1.486
7 O 1.93869 1.41714 0.01557  S5 1.451
8 N 0.65954 -0.91769 0.14275  S5 1.696, S9 1.552
9 S -0.06550 -0.11823 1.25751  S5 2.440, N8 1.552, O10 1.465, O11 1.490, C12 1.971
10 O 0.58890 -0.28706 2.55763  S9 1.465
11 O -0.60253 1.20716 0.83861  S9 1.490
12 C -1.66926 -1.25097 1.42688  S9 1.971, F13 1.334, F14 1.349, F15 1.393
13 F -2.42862 -1.34291 0.33396  C12 1.334
14 F -1.26682 -2.46973 1.84230  C12 1.349
15 F -2.40904 -0.74872 2.49505  C12 1.393
16 O 4.35078 12.75581 -4.27509  S17 1.460
17 S 4.64009 11.32716 -4.19921  O16 1.460, O18 1.426, O19 1.663, C22 1.845
18 O 5.96384 10.85616 -4.43985  S17 1.426
19 O 4.19131 10.80997 -2.68342  S17 1.663, C20 1.409
20 C 4.81967 9.65200 -2.18287  O19 1.409, C21 1.533, H23 1.090, H24 1.090
21 C 5.47541 9.96736 -0.83373  C20 1.533, H25 1.090, H26 1.090, H27 1.090
22 C 3.43085 10.35533 -5.19721  S17 1.845, H28 1.090, H29 1.090, H30 1.090
23 H 5.51508 9.18927 -2.88315  C20 1.090
24 H 4.00306 8.93909 -2.06887  C20 1.090
25 H 4.90083 10.53859 -0.10458  C21 1.090
26 H 6.32150 10.60482 -1.09036  C21 1.090
27 H 5.95176 9.08359 -0.40930  C21 1.090
28 H 2.43376 10.49189 -4.77855  C22 1.090
29 H 3.66095 9.30272 -5.03239  C22 1.090
30 H 3.46754 10.71604 -6.22514  C22 1.090
31 O 12.11066 -4.34927 -1.40934  S32 1.478
32 S 12.82558 -3.68928 -0.29681  O31 1.478, O33 1.458, O34 1.667, C37 1.860
33 O 14.03251 -4.26295 0.28518  S32 1.458
34 O 13.31170 -2.16343 -0.76027  S32 1.667, C35 1.422
35 C 12.47322 -1.15376 -1.30856  O34 1.422, C36 1.547, H38 1.090, H39 1.090
36 C 12.65746 -1.05420 -2.84111  C35 1.547, H40 1.090, H41 1.090, H42 1.090
37 C 11.62619 -3.22357 1.04599  S32 1.860, H43 1.090, H44 1.090, H45 1.090
38 H 12.88732 -0.22888 -0.90703  C35 1.090
39 H 11.43093 -1.22116 -0.99685  C35 1.090
40 H 13.69052 -1.28786 -3.09859  C36 1.090
41 H 12.41150 -0.04505 -3.17160  C36 1.090
42 H 12.00887 -1.86479 -3.17337  C36 1.090
43 H 10.67733 -2.99599 0.56024  C37 1.090
44 H 12.04463 -2.39000 1.61005  C37 1.090
45 H 11.50656 -4.07612 1.71453  C37 1.090
46 O -11.43930 -5.79555 -8.35736  S47 1.465
47 S -10.59480 -4.75987 -8.95774  O46 1.465, O48 1.486, O49 1.692, C52 1.824
48 O -11.03800 -4.06082 -10.19231  S47 1.486
49 O -10.31903 -3.55231 -7.80524  S47 1.692, C50 1.385
50 C -9.69199 -4.00665 -6.65646  O49 1.385, C51 1.480, H53 1.090, H54 1.090
51 C -9.95151 -3.05745 -5.55164  C50 1.480, H55 1.090, H56 1.090, H57 1.090
52 C -8.87921 -5.34088 -9.17322  S47 1.824, H58 1.090, H59 1.090, H60 1.090
53 H -8.60862 -3.89230 -6.69313  C50 1.090
54 H -10.11042 -4.96150 -6.33823  C50 1.090
55 H -9.65442 -3.34198 -4.54224  C51 1.090
56 H -10.99840 -2.75535 -5.52262  C51 1.090
57 H -9.55853 -2.07985 -5.83087  C51 1.090
58 H -8.81986 -5.65428 -10.21551  C52 1.090
59 H -8.83124 -6.14091 -8.43448  C52 1.090
60 H -8.20993 -4.52334 -8.90529  C52 1.090
61 O -7.09908 -1.39872 14.49448  S62 1.444
62 S -5.75138 -1.15671 14.95449  O61 1.444, O63 1.456, O64 1.709, C67 1.862
63 O -5.41558 -1.64496 16.28473  S62 1.456
64 O -4.70664 -1.91144 13.83142  S62 1.709, C65 1.477
65 C -5.28309 -2.12381 12.48800  O64 1.477, C66 1.535, H68 1.090, H69 1.090
66 C -4.25193 -2.69599 11.50474  C65 1.535, H70 1.090, H71 1.090, H72 1.090
67 C -5.33059 0.63410 14.66771  S62 1.862, H73 1.090, H74 1.090, H75 1.090
68 H -5.73093 -1.19919 12.12382  C65 1.090
69 H -6.08806 -2.84645 12.35412  C65 1.090
70 H -3.89362 -3.68481 11.79103  C66 1.090
71 H -3.35963 -2.11100 11.28184  C66 1.090
72 H -4.84250 -2.89650 10.61080  C66 1.090
73 H -4.33594 0.88342 15.03733  C67 1.090
74 H -6.11526 1.19593 15.17440  C67 1.090
75 H -5.38240 0.94049 13.62293  C67 1.090
76 O 8.55527 1.61511 8.82495  S77 1.449
77 S 7.39068 2.14471 8.14395  O76 1.449, O78 1.440, O79 1.703, C82 1.841
78 O 6.41535 2.99381 8.77845  S77 1.440
79 O 7.99544 2.98083 6.78863  S77 1.703, C80 1.423
80 C 9.17549 2.54726 6.12196  O79 1.423, C81 1.503, H83 1.090, H84 1.090
81 C 9.06259 2.72554 4.63336  C80 1.503, H85 1.090, H86 1.090, H87 1.090
82 C 6.57460 0.74857 7.26422  S77 1.841, H88 1.090, H89 1.090, H90 1.090
83 H 9.36232 1.47466 6.17398  C80 1.090
84 H 9.94403 3.23174 6.48104  C80 1.090
85 H 9.91106 2.27711 4.11653  C81 1.090
86 H 9.12513 3.78857 4.40062  C81 1.090
87 H 8.23173 2.17249 4.19530  C81 1.090
88 H 7.26903 0.14795 6.67674  C82 1.090
89 H 5.90527 1.17949 6.51964  C82 1.090
90 H 5.96766 0.14034 7.93488  C82 1.090
91 O -4.30635 8.44487 -1.90392  S92 1.470
92 S -4.93525 8.26888 -0.58735  O91 1.470, O93 1.444, O94 1.635, C97 1.823
93 O -5.86600 9.24083 -0.06376  S92 1.444
94 O -5.52031 6.74221 -0.55528  S92 1.635, C95 1.416
95 C -6.25100 6.29437 0.57252  O94 1.416, C96 1.541, H98 1.090, H99 1.090
96 C -6.93420 4.96592 0.19402  C95 1.541, H100 1.090, H101 1.090, H102 1.090
97 C -3.57962 8.02267 0.60623  S92 1.823, H103 1.090, H104 1.090, H105 1.090
98 H -7.00923 7.06563 0.70791  C95 1.090
99 H -5.51230 6.25121 1.37288  C95 1.090
100 H -7.29037 4.42169 1.06871  C96 1.090
101 H -6.20231 4.36582 -0.34664  C96 1.090
102 H -7.84599 5.16835 -0.36789  C96 1.090
103 H -2.75436 8.70499 0.40253  C97 1.090
104 H -3.15223 7.02941 0.46887  C97 1.090
105 H -3.96250 8.08125 1.62508  C97 1.090
106 O 0.97084 -8.69501 1.32314  S107 1.457
107 S 2.10454 -9.00393 2.18442  O106 1.457, O108 1.453, O109 1.681, C112 1.849
108 O 2.10561 -10.22536 2.97193  S107 1.453
109 O 3.43823 -9.07485 1.16370  S107 1.681, C110 1.465
110 C 3.41534 -8.29501 -0.07625  O109 1.465, C111 1.532, H113 1.090, H114 1.090
111 C 4.85918 -8.51684 -0.53701  C110 1.532, H115 1.090, H116 1.090, H117 1.090
112 C 2.62627 -7.51881 3.15525  S107 1.849, H118 1.090, H119 1.090, H120 1.090
113 H 3.26793 -7.23212 0.11515  C110 1.090
114 H 2.64425 -8.66587 -0.75150  C110 1.090
115 H 4.95520 -9.60072 -0.60096  C111 1.090
116 H 5.62605 -8.16413 0.15262  C111 1.090
117 H 5.11468 -8.11909 -1.51917  C111 1.090
118 H 3.69269 -7.59097 3.36890  C112 1.090
119 H 1.86136 -7.38375 3.91996  C112 1.090
120 H 2.46350 -6.66610 2.49610  C112 1.090
121 O 10.72437 1.73237 -9.84826  S122 1.483
122 S 9.84427 1.51966 -11.02262  O121 1.483, O123 1.468, O124 1.628, C127 1.808
123 O 10.39495 1.37332 -12.37591  S122 1.468
124 O 8.77089 0.33742 -10.70530  S122 1.628, C125 1.448
125 C 8.30172 0.16597 -9.34648  O124 1.448, C126 1.569, H128 1.090, H129 1.090
126 C 8.63420 -1.33617 -9.03917  C125 1.569, H130 1.090, H131 1.090, H132 1.090
127 C 8.85041 3.02274 -11.17005  S122 1.808, H133 1.090, H134 1.090, H135 1.090
128 H 7.21544 0.25533 -9.35711  C125 1.090
129 H 8.73150 0.91091 -8.67682  C125 1.090
130 H 9.64411 -1.61204 -9.34263  C126 1.090
131 H 8.08566 -2.12654 -9.55155  C126 1.090
132 H 8.62154 -1.57734 -7.97626  C126 1.090
133 H 8.09181 2.85791 -11.93520  C127 1.090
134 H 9.39103 3.88418 -11.56216  C127 1.090
135 H 8.37802 3.27282 -10.22009  C127 1.090
136 O -1.75334 -8.04315 -5.61495  S137 1.440
137 S -2.71379 -6.98811 -5.81096  O136 1.440, O138 1.471, O139 1.682, C142 1.898
138 O -3.01202 -6.51558 -7.17156  S137 1.471
139 O -4.17074 -7.58374 -5.21722  S137 1.682, C140 1.435
140 C -4.06763 -8.36513 -4.01765  O139 1.435, C141 1.529, H143 1.090, H144 1.090
141 C -5.47654 -8.42937 -3.42676  C140 1.529, H145 1.090, H146 1.090, H147 1.090
142 C -2.54547 -5.52739 -4.61041  S137 1.898, H148 1.090, H149 1.090, H150 1.090
143 H -3.35668 -7.86085 -3.36315  C140 1.090
144 H -3.69061 -9.35451 -4.27664  C140 1.090
145 H -6.21237 -8.59793 -4.21305  C141 1.090
146 H -5.90063 -7.54524 -2.95078  C141 1.090
147 H -5.54710 -9.21671 -2.67627  C141 1.090
148 H -2.17202 -4.70254 -5.21726  C142 1.090
149 H -1.92351 -5.76282 -3.74679  C142 1.090
150 H -3.45492 -5.06416 -4.22775  C142 1.090
151 O -13.62977 -6.55192 3.76324  S152 1.472
152 S -12.46877 -7.44686 3.89554  O151 1.472, O153 1.484, O154 1.682, C157 1.859
153 O -11.86618 -8.17527 2.75178  S152 1.484
154 O -11.25040 -6.66168 4.74931  S152 1.682, C155 1.383
155 C -11.56328 -5.40485 5.23301  O154 1.383, C156 1.549, H158 1.090, H159 1.090
156 C -10.57221 -5.00640 6.35422  C155 1.549, H160 1.090, H161 1.090, H162 1.090
157 C -12.84544 -8.70050 5.21594  S152 1.859, H163 1.090, H164 1.090, H165 1.090
158 H -12.60897 -5.29231 5.51932  C155 1.090
159 H -11.46807 -4.70399 4.40365  C155 1.090
160 H -10.37066 -5.85091 7.01322  C156 1.090
161 H -11.00701 -4.18159 6.91880  C156 1.090
162 H -9.58739 -4.78606 5.94229  C156 1.090
163 H -13.85803 -9.09555 5.13400  C157 1.090
164 H -12.84434 -8.20743 6.18804  C157 1.090
165 H -12.07707 -9.47054 5.28486  C157 1.090
166 O -1.44118 5.87296 8.50107  S167 1.462
167 S -1.08145 4.59399 7.89212  O166 1.462, O168 1.467, O169 1.651, C172 1.948
168 O -2.10852 3.77076 7.24527  S167 1.467
169 O 0.13557 4.87430 6.81261  S167 1.651, C170 1.415
170 C 1.06647 5.91029 7.06421  O169 1.415, C171 1.525, H173 1.090, H174 1.090
171 C 2.08472 5.82770 5.93208  C170 1.525, H175 1.090, H176 1.090, H177 1.090
172 C -0.14455 3.50059 9.20479  S167 1.948, H178 1.090, H179 1.090, H180 1.090
173 H 1.67353 5.76995 7.95857  C170 1.090
174 H 0.50542 6.84453 7.08712  C170 1.090
175 H 1.66660 6.29675 5.04143  C171 1.090
176 H 2.32163 4.79629 5.67098  C171 1.090
177 H 2.95691 6.41445 6.22038  C171 1.090
178 H 0.66206 2.90802 8.77311  C172 1.090
179 H -0.94134 2.86947 9.59838  C172 1.090
180 H 0.30833 4.20860 9.89886  C172 1.090
181 O -2.39705 3.27764 -8.71054  S182 1.426
182 S -1.92251 4.39496 -7.96272  O181 1.426, O183 1.490, O184 1.646, C187 1.839
183 O -0.51665 4.85137 -8.14905  S182 1.490
184 O -2.94299 5.67638 -8.12450  S182 1.646, C185 1.440
185 C -2.87400 6.35288 -9.39366  O184 1.440, C186 1.453, H188 1.090, H189 1.090
186 C -3.35203 7.71593 -9.24062  C185 1.453, H190 1.090, H191 1.090, H192 1.090
187 C -2.27877 3.98794 -6.20477  S182 1.839, H193 1.090, H194 1.090, H195 1.090
188 H -3.50314 5.84180 -10.12242  C185 1.090
189 H -1.89134 6.32831 -9.86470  C185 1.090
190 H -2.76773 8.36021 -9.89759  C186 1.090
191 H -3.06327 7.99332 -8.22683  C186 1.090
192 H -4.43866 7.77559 -9.30190  C186 1.090
193 H -2.11559 4.95853 -5.73633  C187 1.090
194 H -1.70888 3.13364 -5.83940  C187 1.090
195 H -3.34719 3.79979 -6.09899  C187 1.090

The energy above the lowest of the compared OMol25 structures with the same formula, charge and spin comes out at 263.6 kcal per mole. The charge is -1. The value obtained for the orbital gap is 8.29 eV. The calculation puts the molar mass at 1770.08 Da. As for the spin multiplicity: 1. The calculation puts the LUMO energy at 1.195 eV.